No. 1
Formula: C4H7NS
Source: the OMol25 dataset
Level of theory: the ωB97M-V functional and the def2-TZVPD basis

Each line ends with the Löwdin charge.
Atoms and positions in Å:
C -1.4345 -0.7220 -0.3215  -0.2137
C -2.4448 0.0922 -0.8560  0.0602
C 0.9420 -1.1255 -0.0869  -0.5438
C 1.9219 1.2242 0.7609  -0.4125
N -0.1533 -0.3833 0.0103  -0.0684
S 2.4303 -0.4519 0.4640  0.8701
H -1.7974 -1.7331 -0.1921  0.0934
H -2.3247 1.0844 -1.1492  0.0317
H -3.4437 -0.4130 -0.7677  0.0731
H 1.0583 -2.1290 -0.3236  0.0284
H 0.8335 1.1203 0.8852  0.0184
H 2.0134 1.8869 -0.0877  0.0393
H 2.3992 1.5498 1.6644  0.0238

Gap between HOMO and LUMO (alpha / beta)   6.661 / 6.513 eV
HOMO level (alpha / beta)   -5.5759 / -8.7944 eV
Energy relative to the best compared isomer or geometry (same formula, charge and spin)   82.2 kJ/mol
Multiplicity   3
E_LUMO (alpha / beta)   1.1 / -2.3 eV
Max |F|   5.9 eV Å⁻¹



No. 2
Formula: F6LiN4O15S6
Source: the OMol25 dataset
Level of theory: the ωB97M-V functional and the def2-TZVPD basis

Each line ends with the Löwdin charge.
Atoms and positions in Å:
Li 0.3777 0.3787 0.1148  0.6206
N -0.9531 -1.0568 3.1990  -0.2593
S -1.9109 -0.0677 2.4081  0.4798
O -1.3663 0.6444 1.2806  -0.3271
O -2.9921 0.5436 3.1228  -0.2907
F -2.7168 -1.2513 1.6431  -0.2216
S -0.1660 0.0762 4.1196  0.4610
O -0.8845 0.3770 5.3185  -0.3126
O 0.4554 1.1555 3.4516  -0.2685
F 0.9958 -0.8576 4.6294  -0.1816
N 1.3541 -1.3285 0.4755  -0.3281
S 1.7409 -2.2837 -0.8363  0.4955
O 2.4287 -3.5051 -0.5497  -0.2948
O 1.9981 -1.5797 -2.0290  -0.2379
F 0.2431 -2.8039 -0.9871  -0.1936
S 2.7857 -1.2926 1.2171  0.4622
O 3.9719 -1.0505 0.4645  -0.2773
O 2.8543 -2.2746 2.2600  -0.3044
F 2.5367 0.0276 2.0679  -0.1926
N -2.8595 0.5469 -2.9660  -0.2978
S -1.8184 -0.4695 -2.2763  0.4925
O -0.7170 0.0151 -1.5167  -0.3375
O -1.6436 -1.6364 -3.0674  -0.2786
F -2.8261 -1.0000 -1.1613  -0.1968
S -2.1005 1.9238 -3.1467  0.4833
O -1.0570 1.9217 -4.1225  -0.2841
O -2.0318 2.7949 -2.0265  -0.2715
F -3.3070 2.6438 -4.0038  -0.2682
N 1.9125 2.3430 -1.7792  -0.6128
O 2.4867 3.4422 -1.9349  -0.0929
O 1.3392 2.1031 -0.6733  -0.1338
O 1.8694 1.5201 -2.6959  -0.0311

Gap between HOMO and LUMO   6.952 eV
HOMO level   -0.3961 eV
Energy relative to the best compared isomer or geometry (same formula, charge and spin)   0.0 kJ/mol
Net charge   -3
E_LUMO   6.6 eV
Max |F|   4.9 eV Å⁻¹



No. 3
Formula: C14H29FIN2O4S
Source: the OMol25 dataset
Level of theory: the ωB97M-V functional and the def2-TZVPD basis

Each line ends with the Löwdin charge.
Atoms and positions in Å:
C 5.4271 -4.6238 0.2563  -0.0549
C 4.3382 -3.7425 -0.3957  -0.1377
C 3.7055 -2.8410 0.6111  -0.4727
O 4.1646 -1.7446 0.8586  0.1321
O 2.5882 -3.2982 1.2799  -0.0123
C 1.3915 -2.8860 0.6542  -0.1768
C 0.6549 -4.0829 0.0153  -0.2877
N -0.5489 -4.4513 0.8137  -0.5962
I -0.6774 -6.5435 1.0171  1.0268
S -2.0240 -4.0355 0.0839  0.4305
O -3.0231 -4.2408 1.0609  -0.2785
O -2.1888 -4.7208 -1.1456  -0.2861
F -2.0501 -2.4894 -0.1819  -0.1465
H 6.2429 -4.7670 -0.4334  0.0750
H 5.8294 -4.0865 1.1044  0.0814
H 5.0523 -5.5878 0.5620  0.0762
H 3.6189 -4.3914 -0.8860  0.1104
H 4.8198 -3.1520 -1.1555  0.1167
H 0.7325 -2.4928 1.4164  0.1230
H 1.5747 -2.1622 -0.1337  0.1118
H 0.4392 -3.9204 -1.0349  0.1169
H 1.3466 -4.9023 0.1097  0.0612
C -3.9544 4.9794 -0.8508  -0.0965
C -2.8899 5.1478 0.2303  -0.2522
C -1.4727 4.7404 -0.2019  -0.1695
C -1.2986 3.3899 -0.8841  -0.1190
N -1.1337 2.2030 0.0325  -0.2460
C -1.0700 0.9386 -0.8255  -0.0953
C 0.3939 0.7084 -1.0791  -0.1462
C 0.9787 1.0203 0.2815  -0.1401
C 0.2136 2.2435 0.7710  -0.0643
C -2.2551 2.0844 1.0070  0.0263
H -4.1236 3.9303 -1.1038  0.0610
H -4.9060 5.3761 -0.5027  0.0820
H -3.6811 5.5125 -1.7628  0.0857
H -3.2021 4.6120 1.1275  0.0889
H -2.8509 6.1984 0.5200  0.1157
H -0.7933 4.8320 0.6499  0.1166
H -1.1362 5.4859 -0.9257  0.1282
H -0.3931 3.4086 -1.4893  0.1369
H -2.1298 3.1659 -1.5493  0.1234
H -1.4826 0.1200 -0.2399  0.1199
H -1.6643 1.0821 -1.7236  0.1406
H 0.7829 1.3799 -1.8466  0.1256
H 0.5933 -0.3119 -1.3992  0.1174
H 2.0512 1.1986 0.2430  0.1327
H 0.8028 0.1830 0.9589  0.1145
H 0.7239 3.1700 0.5251  0.1316
H 0.0210 2.2134 1.8387  0.1342
H -3.1971 2.1325 0.4667  0.1185
H -2.1766 2.8858 1.7330  0.1014
H -2.1639 1.1320 1.5223  0.1154

Gap between HOMO and LUMO   8.669 eV
HOMO level   -12.0599 eV
Net charge   +1
E_LUMO   -3.4 eV
Max |F|   3.1 eV Å⁻¹



No. 4
Formula: C11H23BMnN5O2S
Source: the OMol25 dataset
Level of theory: the ωB97M-V functional and the def2-TZVPD basis

Each line ends with the Löwdin charge.
Atoms and positions in Å:
Mn -0.1628 0.5035 -0.4939  0.8090
N -0.6974 0.0610 1.5160  0.0410
N -0.5185 -1.2669 1.9854  0.0303
C -0.0493 -2.2393 1.2075  -0.5513
N 0.1399 -3.4446 1.6620  0.2391
S 0.2512 -1.9284 -0.5182  1.1678
H -0.1397 0.6736 2.1138  0.1503
H -1.6773 0.3120 1.6661  0.1530
H -0.7711 -1.4464 2.9529  0.1990
H -0.0396 -3.7045 2.6277  0.1735
H 0.4645 -4.1819 1.0455  0.1631
C 4.7582 -0.9549 -1.7147  0.0173
C 4.2068 -0.6457 -0.3430  -0.3732
C 5.2369 -0.8216 0.7434  0.0205
O 3.1371 -1.7169 -0.1050  0.1840
B 1.9987 -1.1187 -0.3205  -0.9029
O 1.9220 0.2329 -0.4617  -0.0332
C 3.4063 0.7257 -0.2598  -0.3397
C 3.4003 1.3756 1.0987  0.0056
C 3.6808 1.6985 -1.3721  0.0176
H 5.2063 -1.9465 -1.7045  0.1188
H 5.5367 -0.2391 -1.9793  0.1197
H 3.9922 -0.9287 -2.4903  0.1071
H 5.7049 -1.7983 0.6384  0.1170
H 4.8160 -0.7387 1.7428  0.0978
H 6.0199 -0.0680 0.6406  0.1237
H 3.0948 0.6915 1.8915  0.1014
H 2.7529 2.2533 1.0920  0.1029
H 4.4036 1.7259 1.3438  0.1233
H 3.5393 1.2663 -2.3592  0.1025
H 4.7175 2.0344 -1.3005  0.1291
H 3.0520 2.5821 -1.2635  0.1053
C -2.4631 5.4948 -1.2772  0.0596
N -1.9090 4.1206 -1.3823  -0.0781
C -2.0532 3.2799 -2.4616  0.0115
C -1.4085 2.1343 -2.1336  -0.1035
N -0.8710 2.2705 -0.8568  -0.0889
C -1.2038 3.4955 -0.4444  -0.0918
H -2.5835 5.8762 -2.2862  0.1107
H -1.7492 6.1105 -0.7388  0.1087
H -3.4196 5.4521 -0.7648  0.1131
H -2.5913 3.5738 -3.3467  0.1544
H -1.2861 1.2411 -2.7379  0.1263
H -0.9429 3.9449 0.5000  0.1587

Gap between HOMO and LUMO (alpha / beta)   7.665 / 8.490 eV
HOMO level (alpha / beta)   -18.7214 / -18.7028 eV
Energy relative to the best compared isomer or geometry (same formula, charge and spin)   97.3 kJ/mol
Multiplicity   4
Net charge   +3
E_LUMO (alpha / beta)   -11.1 / -10.2 eV
Max |F|   0.4 eV Å⁻¹



No. 5
Formula: C42H34Cl3N15O5SiW
Source: the OMol25 dataset
Level of theory: the ωB97M-V functional and the def2-TZVPD basis

Each line ends with the Löwdin charge.
Atoms and positions in Å:
W 0.0892 -0.0375 0.2819  1.6236
C 2.7689 -3.2174 -3.7250  -0.0644
O 2.1039 -2.2416 -2.9406  -0.0749
C 1.1163 -1.5366 -3.5365  -0.2095
C 0.8677 -1.4887 -4.8930  0.0032
C -0.1887 -0.7128 -5.3995  -0.0720
C -0.9838 0.0149 -4.5538  -0.0372
C -0.7429 -0.0222 -3.1688  -0.1609
C -1.5874 0.6964 -2.2591  -0.0424
N -1.4584 0.7287 -0.9688  -0.1145
N -2.5349 1.3573 -0.3366  0.0940
C -2.3551 1.3456 0.9390  -0.5100
O -1.2826 0.8303 1.4626  -0.2549
C -3.3748 1.8961 1.8516  -0.1548
C -4.4906 2.5586 1.3486  -0.0240
C -5.4265 3.0874 2.2208  -0.0774
C -5.2553 2.9520 3.5939  -0.0831
C -4.1510 2.2774 4.0943  -0.0668
C -3.2094 1.7485 3.2235  -0.0057
C 0.2980 -0.7876 -2.6669  -0.2719
O 0.5264 -0.8279 -1.3693  -0.3335
H 3.3884 -3.7848 -3.0362  0.0937
H 3.4051 -2.7539 -4.4829  0.0947
H 2.0534 -3.8865 -4.2083  0.1011
H 1.4841 -2.0532 -5.5777  0.1078
H -0.3709 -0.6970 -6.4652  0.1057
H -1.8012 0.6142 -4.9355  0.1149
H -2.4526 1.2237 -2.6501  0.1416
H -4.6114 2.6449 0.2773  0.1108
H -6.2942 3.6037 1.8309  0.1020
H -5.9879 3.3696 4.2727  0.1018
H -4.0234 2.1568 5.1619  0.1059
H -2.3484 1.2118 3.5989  0.1069
C 4.2753 4.1188 -0.8772  -0.0709
N 3.1892 3.1612 -1.0528  -0.0951
C 2.9465 1.9325 -0.5853  -0.1296
N 1.7926 1.4970 -1.0514  0.0429
C 1.3735 2.5183 -1.8421  -0.2197
N 2.1844 3.5403 -1.8820  0.1266
C 5.2668 3.8553 0.2274  -0.1876
C 6.5726 4.2969 0.0242  -0.0339
C 7.5229 4.2033 1.0280  -0.0558
C 7.1899 3.6370 2.2474  -0.0126
C 5.8994 3.1681 2.4490  -0.1321
C 4.9341 3.2913 1.4522  0.0261
C 5.5724 2.4850 3.7044  -0.3093
N 5.9330 2.7548 4.9055  0.1295
N 5.3813 1.7507 5.7123  0.1337
C 4.7437 0.9670 4.9223  -0.3038
O 4.8083 1.3709 3.6242  0.1240
C 4.0388 -0.2962 5.1601  -0.1423
C 3.0938 -0.4464 6.1678  -0.0170
C 2.3756 -1.6286 6.2484  -0.0631
C 2.5795 -2.6438 5.3205  -0.0223
C 3.5381 -2.5054 4.3253  -0.2010
C 3.7260 -3.5552 3.2601  -0.0598
N 3.1216 -3.1195 1.9971  -0.0916
C 2.9606 -1.8888 1.5167  -0.1659
N 2.2597 -1.9130 0.4027  0.0584
C 2.0209 -3.2420 0.2324  -0.2402
N 2.5275 -4.0140 1.1674  0.1193
C 4.2785 -1.3335 4.2691  0.0013
H 3.7858 5.0786 -0.7066  0.1377
H 4.8061 4.1997 -1.8253  0.1271
H 3.6065 1.3797 0.0612  0.1343
H 0.4548 2.4992 -2.4037  0.1076
H 6.8409 4.7390 -0.9282  0.1155
H 8.5283 4.5620 0.8528  0.1095
H 7.9212 3.5365 3.0382  0.1208
H 3.9245 2.9560 1.6557  0.1102
H 2.9103 0.3670 6.8570  0.1232
H 1.6161 -1.7477 7.0088  0.1105
H 1.9708 -3.5388 5.3658  0.1210
H 3.2246 -4.4812 3.5278  0.1256
H 4.7842 -3.7637 3.0970  0.1293
H 3.3628 -1.0019 1.9733  0.1163
H 1.4718 -3.6343 -0.6080  0.0873
H 5.0446 -1.2130 3.5111  0.1308
Cl -1.4097 -3.2544 -1.1297  0.2741
Si -1.4415 -2.0526 0.5741  -0.6292
Cl -3.4454 -1.6579 0.8592  0.2995
Cl -0.9446 -3.3427 2.0984  0.2823
C 0.3155 5.3861 3.4005  -0.0134
N 0.0027 4.6937 2.1612  -0.1153
C -0.9753 5.0200 1.2528  -0.0630
C -0.9153 4.0641 0.2846  -0.1459
N 0.0706 3.1468 0.5817  0.0479
C 0.5983 3.5708 1.7035  -0.1758
H -0.5965 5.8137 3.8105  0.0908
H 1.0379 6.1842 3.2299  0.0885
H 0.7234 4.6703 4.1107  0.0670
H -1.6122 5.8787 1.3763  0.1155
H -1.5217 3.9783 -0.6026  0.0981
H 1.4154 3.1011 2.2240  0.0972
O 1.4525 0.5652 1.5500  -0.3397
N 0.7937 -0.4540 2.2250  -0.1970
C 0.4373 -0.1203 3.4844  -0.2969
C 0.8743 1.0875 4.0907  -0.1804
N 1.2285 2.0697 4.5847  0.1937
C -0.2827 -1.0239 4.3133  -0.2399
N -0.8394 -1.6977 5.0650  0.1765

Gap between HOMO and LUMO (alpha / beta)   6.890 / 7.035 eV
HOMO level (alpha / beta)   -7.2954 / -8.3533 eV
Energy relative to the best compared isomer or geometry (same formula, charge and spin)   130.3 kJ/mol
Multiplicity   3
E_LUMO (alpha / beta)   -0.4 / -1.3 eV
Max |F|   0.9 eV Å⁻¹